i.
{"formula": "C4H7FN2O", "method": "ωB97M-V/def2-TZVPD", "species": ["C", "C", "C", "C", "H", "H", "H", "H", "H", "H", "H", "N", "N", "O", "F"], "xyz": [[2.127, -0.773, 0.285], [0.959, -0.039, -0.505], [0.353, 1.187, 0.193], [-2.634, -0.621, 0.180], [2.281, -0.173, 1.318], [1.994, -1.923, 0.340], [1.222, 0.015, -1.560], [-0.040, 2.240, -0.188], [0.482, 1.444, 1.233], [-1.972, 0.798, -1.226], [-2.278, -1.037, 1.059], [-0.409, -0.106, 0.049], [-1.524, -0.329, -0.634], [-3.811, -0.301, -0.160], [3.250, -0.383, -0.384]], "nbo_charge": [0.05, -0.11, -0.28, 0.52, 0.17, 0.19, 0.22, 0.22, 0.21, 0.32, 0.13, -0.28, -0.42, -0.57, -0.37], "multiplicity": 1, "homo_ha": -0.361, "charge": 0}

ii.
{"formula": "C4H7FN2O", "method": "ωB97M-V/def2-TZVPD", "species": ["N", "C", "C", "N", "O", "C", "C", "F", "H", "H", "H", "H", "H", "H", "H"], "xyz": [[-0.137, -1.511, -1.045], [-0.245, -0.096, -0.851], [-1.430, 0.283, 0.036], [-1.492, 0.670, 1.252], [-0.187, 0.995, 1.837], [0.959, 0.344, 1.280], [0.988, 0.498, -0.261], [1.044, 1.854, -0.529], [-0.868, -1.736, -1.747], [-0.447, -2.007, -0.244], [-0.393, 0.366, -1.852], [-2.421, 0.190, -0.472], [0.971, -0.726, 1.599], [1.797, 0.854, 1.710], [1.862, 0.022, -0.714]], "nbo_charge": [-0.80, -0.16, 0.01, -0.08, -0.39, -0.12, 0.18, -0.36, 0.36, 0.36, 0.22, 0.20, 0.18, 0.21, 0.18], "multiplicity": 1, "homo_ha": -0.362, "smiles": "N[C@H]1C=NOC[C@@H]1F", "charge": 0}

ii is favored, and the nearest alternative lies 0.0996 hartree above it.

i.
{"formula": "C4H14O3", "method": "ωB97M-V/def2-TZVPD", "species": ["C", "C", "C", "C", "H", "H", "H", "H", "H", "H", "H", "H", "O", "H", "H", "O", "H", "H", "O", "H", "H"], "xyz": [[-2.949, 1.109, -0.846], [-2.583, 1.469, 0.397], [-3.373, 1.071, 1.639], [-1.339, 2.306, 0.515], [-2.289, 1.375, -1.672], [-3.892, 0.791, -1.273], [-4.425, 1.320, 1.554], [-3.216, 0.002, 1.771], [-2.879, 1.622, 2.439], [-0.847, 2.392, -0.445], [-1.539, 3.287, 0.950], [-0.701, 1.788, 1.251], [0.533, -1.214, 0.824], [0.288, -0.296, 0.753], [0.717, -1.339, -0.117], [0.739, -4.824, -3.287], [0.590, -4.048, -3.879], [1.526, -4.410, -2.906], [6.776, 1.093, 0.989], [6.830, 1.227, 1.945], [7.298, 0.300, 0.933]], "nbo_charge": [-0.43, 0.04, -0.65, -0.64, 0.18, 0.20, 0.23, 0.23, 0.21, 0.22, 0.22, 0.20, -0.92, 0.46, 0.46, -0.92, 0.46, 0.46, -0.92, 0.46, 0.46], "multiplicity": 1, "homo_ha": -0.339, "smiles": "C=C(C)C.O.O.O", "charge": 0}

ii.
{"formula": "C4H14O3", "method": "ωB97M-V/def2-TZVPD", "species": ["C", "C", "C", "C", "H", "H", "H", "H", "H", "H", "H", "H", "O", "H", "H", "O", "H", "H", "O", "H", "H"], "xyz": [[1.881, 3.179, 1.448], [0.597, 2.846, 1.490], [0.006, 1.491, 1.137], [0.951, 0.627, 0.247], [2.249, 4.003, 2.052], [2.683, 2.608, 1.005], [-0.048, 3.581, 1.959], [-0.201, 0.994, 2.081], [-0.879, 1.741, 0.549], [0.415, 0.100, -0.543], [1.720, 1.238, -0.189], [1.265, -0.141, 0.953], [0.333, -7.104, -0.835], [-0.066, -7.431, -1.654], [0.757, -6.327, -1.196], [-1.124, 1.104, -4.049], [-1.968, 1.004, -3.597], [-0.471, 1.145, -3.342], [-2.801, -1.871, 0.976], [-1.941, -1.687, 0.664], [-3.360, -1.102, 0.846]], "nbo_charge": [-0.42, -0.16, -0.44, -0.62, 0.20, 0.19, 0.20, 0.22, 0.20, 0.20, 0.21, 0.21, -0.92, 0.46, 0.46, -0.93, 0.47, 0.47, -0.94, 0.47, 0.47], "multiplicity": 1, "homo_ha": -0.361, "smiles": "C=CCC.O.O.O", "charge": 0}

i is favored, and the nearest alternative lies 0.0026 hartree above it.

i.
{"formula": "C4H14O3", "method": "ωB97M-V/def2-TZVPD", "species": ["C", "C", "C", "C", "O", "H", "H", "H", "H", "H", "H", "H", "H", "H", "H", "O", "H", "H", "O", "H", "H"], "xyz": [[1.559, -0.665, -2.227], [1.727, -0.620, -0.684], [0.462, -0.675, 0.082], [-0.661, 0.400, -0.415], [0.778, -0.444, 1.494], [0.649, -0.214, -2.508], [1.465, -1.680, -2.708], [2.404, -0.150, -2.752], [2.120, -1.512, -0.338], [2.246, 0.273, -0.552], [0.092, -1.689, -0.027], [-1.470, 0.288, 0.428], [-0.283, 1.578, -0.457], [-0.928, 0.184, -1.386], [0.899, -1.320, 1.932], [-1.272, -2.615, 2.409], [-2.074, -2.455, 2.943], [-1.205, -1.774, 2.037], [-1.851, 4.351, -0.885], [-1.792, 3.943, 0.049], [-1.895, 3.552, -1.341]], "nbo_charge": [-0.61, -0.43, 0.12, -0.63, -0.75, 0.20, 0.21, 0.22, 0.21, 0.21, 0.17, 0.21, 0.20, 0.20, 0.48, -0.93, 0.47, 0.46, -0.92, 0.46, 0.46], "multiplicity": 1, "homo_ha": -0.385, "smiles": "CC[C@H](C)O.O.O", "charge": 0}

ii.
{"formula": "C4H14O3", "method": "ωB97M-V/def2-TZVPD", "species": ["C", "C", "C", "C", "O", "H", "H", "H", "H", "H", "H", "H", "H", "H", "H", "O", "H", "H", "O", "H", "H"], "xyz": [[2.097, -0.440, 0.695], [0.770, -0.343, 1.495], [0.078, 0.971, 1.261], [-1.456, 0.989, 1.095], [-1.787, 1.236, -0.284], [2.826, -0.295, 1.450], [2.358, 0.279, -0.034], [2.157, -1.379, 0.168], [0.080, -1.077, 1.097], [0.924, -0.407, 2.616], [0.527, 1.674, 1.972], [0.505, 1.470, 0.271], [-1.920, 1.831, 1.589], [-1.985, -0.053, 1.496], [-1.447, 0.596, -0.927], [1.933, -0.081, -2.743], [1.556, -0.895, -3.169], [2.089, -0.335, -1.870], [-1.823, -1.698, -0.807], [-1.155, -1.555, -0.221], [-2.038, -2.565, -1.040]], "nbo_charge": [-0.62, -0.39, -0.45, -0.06, -0.74, 0.22, 0.20, 0.20, 0.17, 0.21, 0.21, 0.21, 0.20, 0.15, 0.48, -0.93, 0.47, 0.46, -0.95, 0.47, 0.48], "multiplicity": 1, "homo_ha": -0.368, "smiles": "CCCCO.O.O", "charge": 0}

iii.
{"formula": "C4H14O3", "method": "ωB97M-V/def2-TZVPD", "species": ["C", "C", "C", "C", "H", "H", "H", "H", "H", "H", "H", "H", "O", "H", "H", "O", "H", "H", "O", "H", "H"], "xyz": [[-0.385, -1.481, 1.777], [-0.122, -1.430, 0.446], [-0.162, -0.067, -0.217], [1.164, 0.640, 0.163], [-0.155, -2.338, 2.333], [-0.984, -0.845, 2.385], [0.248, -2.215, -0.104], [-0.164, -0.120, -1.303], [-0.960, 0.575, -0.037], [1.161, 0.913, 1.172], [2.062, 0.012, -0.114], [1.250, 1.540, -0.359], [-1.564, -1.166, -2.339], [-1.872, -0.409, -2.685], [-1.348, -1.843, -2.976], [1.867, 0.712, 3.567], [1.623, 0.756, 2.671], [1.535, -0.142, 3.813], [-1.104, 1.905, -2.635], [-0.488, 2.361, -3.289], [-1.601, 2.642, -2.269]], "nbo_charge": [-0.44, -0.12, -0.46, -0.56, 0.18, 0.19, 0.19, 0.24, 0.20, 0.16, 0.20, 0.20, -0.94, 0.48, 0.48, -0.93, 0.46, 0.46, -0.95, 0.48, 0.47], "multiplicity": 1, "homo_ha": -0.336, "smiles": "C=CCC.O.O.O", "charge": 0}

i is favored, and the nearest alternative lies 0.0066 hartree above it.

i.
{"formula": "H10O5", "method": "ωB97M-V/def2-TZVPD", "species": ["O", "H", "H", "O", "H", "H", "O", "H", "H", "O", "H", "H", "O", "H", "H"], "xyz": [[0.066, -0.286, -0.486], [-0.420, -0.747, 0.197], [0.588, 0.362, -0.014], [0.777, -0.299, 3.055], [1.345, -0.014, 2.339], [0.833, 0.405, 3.700], [0.020, -3.071, 0.841], [0.587, -2.840, 0.105], [0.618, -3.170, 1.582], [-0.612, -0.260, -3.081], [-0.356, -0.311, -2.160], [-1.546, -0.052, -3.059], [-0.848, 3.264, -1.289], [-0.796, 4.191, -1.055], [-0.257, 2.827, -0.677]], "nbo_charge": [-1.10, 0.49, 0.34, -1.22, 0.31, 0.41, -0.97, 0.47, 0.47, -0.99, 0.50, 0.45, -1.01, 0.45, 0.41], "multiplicity": 2, "homo_ha": [0.013, -0.274], "charge": -1}

ii.
{"formula": "H10O5", "method": "ωB97M-V/def2-TZVPD", "species": ["O", "O", "O", "O", "O", "H", "H", "H", "H", "H", "H", "H", "H", "H", "H"], "xyz": [[-0.762, 2.358, 0.026], [1.760, 1.193, -0.124], [1.787, -1.509, 0.053], [-0.754, -2.105, -0.206], [-2.267, 0.187, -0.027], [-0.616, 2.324, 0.996], [2.689, 0.907, -0.204], [2.656, -1.761, 0.436], [-1.053, -2.231, -1.124], [-3.171, 0.314, 0.247], [0.182, 2.275, -0.233], [1.290, 0.341, -0.010], [1.162, -2.162, 0.404], [-1.095, -1.186, -0.084], [-1.808, 1.055, -0.149]], "nbo_charge": [-1.02, -1.17, -1.29, -1.01, -1.04, 0.45, 0.41, 0.29, 0.45, 0.46, 0.51, 0.49, 0.47, 0.50, 0.51], "multiplicity": 2, "homo_ha": [0.041, -0.254], "charge": -1}

i is favored, and the nearest alternative lies 0.0048 hartree above it.